Density functional theory data (wB97M-V/def2-TZVPD) for a structure of composition C3H7NS2 at a distorted geometry.

XYZ file:
```
13
C3H7NS2 (wB97M-V/def2-TZVPD)
C 2.3078 0.7481 0.2469
C -0.1560 -0.0070 -0.0353
C -1.6987 0.2455 0.2659
H 2.2247 0.3455 1.4608
H 3.0996 1.6206 0.2102
H 2.6657 -0.0895 -0.5057
H -1.9209 -0.0420 1.7247
H -2.3900 1.3892 0.0226
H -2.5102 -0.8606 -1.5738
H -1.9840 -2.2279 -0.0909
N -2.5529 -1.0249 -0.3269
S 0.6764 1.5647 0.2734
S 0.3215 -1.4948 -0.3875
```

Output
LUMO level in eV: -0.5
Highest occupied orbital energy in Eh: -0.316
F_max in eV/A: 5.77


Density functional theory data (wB97M-V/def2-TZVPD) for a cluster of 2 separate species, C3H7O in total at a distorted geometry.

XYZ file:
```
11
C3H7O (wB97M-V/def2-TZVPD)
O 0.3218 2.2976 -1.1230
H 0.3130 1.3215 -0.9053
C 0.9033 -1.1888 1.0342
C -0.0543 -1.0895 0.0637
C -1.0128 -0.1611 -0.3130
H 1.7350 -1.8603 1.1410
H -0.1929 2.6803 -0.4119
H 0.8541 -0.5276 1.9266
H 0.0127 -1.9071 -0.7026
H -1.7499 -0.2321 -1.0945
H -1.1300 0.6670 0.3848
```

Output
Charge: -1
LUMO level in eV: 4.7
Highest occupied orbital energy in Eh: -0.043
F_max in eV/A: 2.82


Density functional theory data (wB97M-V/def2-TZVPD) for a cluster of 3 separate species, C3H7O2 in total at a distorted geometry.

XYZ file:
```
12
C3H7O2 (wB97M-V/def2-TZVPD)
C -1.8144 -0.0157 -0.9518
O -2.4542 0.9931 -1.1623
H -2.1631 -0.7649 -0.2260
H -0.8966 -0.2298 -1.5088
H -0.8083 4.5260 4.5846
C 1.7487 -0.8073 -0.8286
C 1.0160 -2.0345 -0.8232
O -0.1932 -2.2203 -0.5915
H 1.9432 -0.3011 0.1083
H 2.1950 -0.5362 -1.7779
H 1.5444 -2.8796 -1.3473
H -0.1174 4.2703 4.5246
```

Output
Charge: -1
LUMO level in eV: 4.1
Highest occupied orbital energy in Eh: -0.067
F_max in eV/A: 2.43


Density functional theory data (wB97M-V/def2-TZVPD) for a cluster of 3 separate species, C3H7O2 in total at a distorted geometry.

XYZ file:
```
12
C3H7O2 (wB97M-V/def2-TZVPD)
C 1.2127 1.1467 -0.7112
O 2.0139 0.3024 -0.4115
H 0.9547 1.2555 -1.7819
H 0.7359 1.9020 -0.0728
H -1.0902 3.7618 4.5615
C -0.3205 -1.5587 0.6581
C -1.1580 -1.0223 -0.2596
O -1.5581 0.1752 -0.3356
H 0.1465 -2.5195 0.4586
H 0.2116 -0.8443 1.2795
H -1.5210 -1.7330 -1.0345
H -0.4501 3.5675 4.2163
```

Output
Charge: -1
LUMO level in eV: 4.1
Highest occupied orbital energy in Eh: -0.081
F_max in eV/A: 1.27


Density functional theory data (wB97M-V/def2-TZVPD) for the ion C3H7O2 with charge +1 at a distorted geometry.

XYZ file:
```
12
C3H7O2 (wB97M-V/def2-TZVPD)
C 0.3280 -1.3559 0.0986
C -0.8050 0.9237 -0.0321
C 0.4394 0.1025 0.0477
O 2.6400 0.0709 -0.2549
O 1.3403 0.7660 -0.0104
H 0.8800 -1.8899 0.8805
H 0.9313 -1.4919 -0.8579
H -0.6335 -1.8068 -0.0457
H -1.4596 0.7483 0.8062
H -1.5876 0.5534 -0.7593
H -0.6767 1.9177 -0.0144
H 2.7758 0.7288 0.4048
```

Output
Charge: +1
LUMO level in eV: -5.6
Highest occupied orbital energy in Eh: -0.652
F_max in eV/A: 15.21


Density functional theory data (wB97M-V/def2-TZVPD) for an isolated molecule of C3H7O2P at a distorted geometry.

XYZ file:
```
13
C3H7O2P (wB97M-V/def2-TZVPD)
C 1.7477 0.0639 -0.1362
C 0.3451 -0.0896 -0.5594
O -0.3019 -1.2924 -0.0730
C -0.6216 -0.0467 0.4835
P -2.5807 0.6675 0.1005
O -3.2152 -0.6974 -0.4982
H 2.3273 -0.7350 -0.6244
H 1.7816 -0.0737 0.9131
H 2.1997 1.0874 -0.4908
H 0.0337 0.3655 -1.6027
H -0.2732 0.0331 1.5055
H -2.9780 0.4959 1.3700
H -3.0744 -1.4925 -0.1178
```

Output
LUMO level in eV: 0.9
Highest occupied orbital energy in Eh: -0.336
SMILES string: C[C@H]1O[C@@H]1PO
F_max in eV/A: 4.81


Density functional theory data (wB97M-V/def2-TZVPD) for a cluster of 2 separate species, C3H7O3 in total at a distorted geometry.

XYZ file:
```
13
C3H7O3 (wB97M-V/def2-TZVPD)
O -0.1444 -2.0604 2.5184
C -0.3527 -0.8695 2.6624
O -0.6445 0.0328 1.8097
H -0.2564 -0.4363 3.6977
H -0.6631 -0.6750 0.4856
C 0.3576 -0.2094 -1.2205
O -0.6776 -0.8292 -0.5610
C 0.1708 1.2476 -1.5899
H 0.5543 -0.8088 -2.1428
H 1.3087 -0.3287 -0.6714
H 1.1215 1.7612 -1.8153
H -0.2375 1.8243 -0.7577
H -0.5368 1.3513 -2.4152
```

Output
Charge: -1
LUMO level in eV: 4.3
Highest occupied orbital energy in Eh: -0.167
F_max in eV/A: 1.78


Density functional theory data (wB97M-V/def2-TZVPD) for a structure of composition C3H7O3 at a distorted geometry.

XYZ file:
```
13
C3H7O3 (wB97M-V/def2-TZVPD)
C -2.0655 0.3958 -0.0201
O -0.6612 0.3797 -0.0319
C -0.1215 -0.9117 0.0002
C 1.3948 -0.8506 -0.0055
O 2.0044 -1.9132 0.0072
H -2.3886 1.4430 -0.0513
H -2.4785 -0.1356 -0.8954
H -2.4621 -0.0784 0.8947
H -0.4558 -1.5071 -0.8737
H -0.4500 -1.4608 0.9059
H 2.0882 0.3537 -0.0304
O 3.0588 1.7464 -0.0252
H 2.5370 2.5388 0.1256
```

Output
Charge: -1
LUMO level in eV: 3.5
Highest occupied orbital energy in Eh: -0.102
F_max in eV/A: 2.87